{"formula": "C19H19N3O3S", "method": "ωB97M-V/def2-TZVPD", "species": ["C", "C", "C", "C", "C", "N", "C", "C", "N", "O", "C", "S", "C", "O", "N", "C", "C", "C", "C", "C", "C", "C", "C", "O", "C", "C", "H", "H", "H", "H", "H", "H", "H", "H", "H", "H", "H", "H", "H", "H", "H", "H", "H", "H", "H"], "xyz": [[5.65, -1.41, 0.71], [4.19, -1.26, 1.03], [3.20, -1.29, 0.00], [1.84, -1.14, 0.30], [1.45, -0.89, 1.62], [0.10, -0.65, 1.87], [-0.66, -1.44, 2.89], [-1.14, -2.83, 2.38], [-1.30, -3.19, 1.06], [-1.32, -3.72, 3.23], [-0.57, 0.42, 1.05], [-1.42, 1.62, 2.13], [-2.75, 1.65, 1.00], [-3.48, 2.62, 0.98], [-2.75, 0.74, -0.04], [-3.53, 0.96, -1.29], [-2.63, 1.69, -2.28], [-2.00, 1.04, -3.35], [-1.17, 1.72, -4.22], [-0.94, 3.09, -4.05], [-1.50, 3.74, -2.94], [-2.37, 3.06, -2.08], [-1.59, -0.02, -0.02], [-1.42, -0.96, -0.81], [2.41, -0.80, 2.63], [3.77, -0.95, 2.31], [6.15, -1.86, 1.58], [6.06, -0.41, 0.59], [5.89, -2.07, -0.12], [3.54, -1.40, -1.03], [1.10, -1.20, -0.48], [-1.47, -0.85, 3.29], [0.05, -1.69, 3.75], [-1.07, -2.53, 0.36], [-1.69, -4.09, 0.86], [0.22, 0.94, 0.54], [-3.79, -0.02, -1.74], [-4.47, 1.51, -1.09], [-2.20, 0.01, -3.52], [-0.65, 1.24, -5.04], [-0.35, 3.66, -4.73], [-1.32, 4.80, -2.83], [-2.76, 3.56, -1.20], [2.12, -0.56, 3.64], [4.57, -0.86, 3.05]], "energy_ha": -1523.62761, "smiles": "Cc1ccc(N(CC(N)=O)[C@@H]2SC(=O)N(Cc3ccccc3)C2=O)cc1", "e_homo_ev": -8.3, "charge": 0, "lumo_ev": 0.48}